[1]
71
Properties=species:S:1:pos:R:3:forces:R:3 method="wB97M-V/def2-TZVPD" homo_energy_ha="-0.578 / -0.578" homo_lumo_gap_ha="0.2103 / 0.2254" spin_multiplicity=2 energy_ha=-5581.1868 charge=+3 s_squared=0.763 mol_weight_g_mol=684.60
V -0.573 0.287 0.000 -0.44 0.77 0.21
N -4.774 -0.382 6.532 -0.03 -0.03 0.04
C -3.800 -0.320 5.629 0.00 0.03 -0.05
C -4.056 0.214 4.332 -0.02 -0.02 0.07
C -3.061 0.294 3.410 0.14 0.00 -0.07
C -1.759 -0.153 3.738 -0.25 -0.02 0.26
C -1.493 -0.694 5.024 0.00 0.02 -0.15
C -2.493 -0.773 5.943 -0.01 0.01 -0.01
S -0.482 -0.082 2.676 0.44 0.11 -0.49
O 0.800 -0.197 3.263 -0.08 0.02 0.10
O -0.652 1.147 1.724 0.00 -0.35 0.24
N -0.514 -1.139 1.365 -0.38 0.16 -0.35
C -1.685 -1.662 0.803 0.25 -0.16 0.06
N -2.588 -2.405 1.397 0.08 0.00 0.17
C -3.578 -2.835 0.619 -0.01 0.01 -0.08
C -3.683 -2.511 -0.742 -0.02 -0.04 0.03
C -2.736 -1.674 -1.269 0.11 -0.03 0.00
N -1.723 -1.245 -0.487 -0.53 -0.34 0.12
H -5.704 -0.054 6.331 0.00 0.01 0.00
H -4.607 -0.746 7.456 0.00 0.01 0.00
H -5.047 0.578 4.098 0.00 0.00 0.00
H -3.271 0.732 2.441 0.03 0.00 -0.02
H -0.496 -1.027 5.276 0.01 0.01 -0.01
H -2.288 -1.170 6.928 -0.01 0.00 0.00
H -4.322 -3.465 1.094 0.01 0.00 0.01
H -4.492 -2.897 -1.345 0.00 0.00 0.00
H -2.737 -1.348 -2.300 -0.03 0.00 -0.01
C -1.586 3.485 -0.093 -0.01 0.00 -0.02
S -2.326 1.892 -0.516 0.04 -0.09 0.10
C -2.455 2.009 -2.311 0.00 0.03 -0.04
H -2.303 4.255 -0.374 0.01 0.01 0.01
H -0.646 3.626 -0.621 0.01 0.00 0.00
H -1.434 3.502 0.983 0.01 -0.01 0.01
H -1.474 2.060 -2.778 0.01 0.01 0.01
H -3.027 2.909 -2.533 -0.01 -0.01 0.00
H -3.018 1.150 -2.668 0.02 -0.01 0.00
O 0.552 0.660 -1.187 0.86 -0.21 -0.57
As 1.713 0.036 -2.509 -0.27 0.14 0.49
C 1.110 -1.710 -2.814 -0.05 -0.18 -0.04
C 1.587 -2.721 -1.974 -0.01 0.00 -0.06
C 1.110 -4.012 -2.141 0.01 0.01 0.01
C 0.179 -4.284 -3.137 -0.02 -0.02 -0.02
C -0.296 -3.273 -3.967 0.02 0.00 0.02
C 0.161 -1.976 -3.806 -0.04 0.00 0.02
C 1.414 1.250 -3.908 -0.01 0.12 -0.12
C 1.441 0.785 -5.224 0.00 0.05 -0.06
C 1.366 1.707 -6.259 -0.01 0.00 0.03
C 1.270 3.062 -5.977 0.00 0.01 -0.03
C 1.263 3.518 -4.662 -0.01 -0.01 0.00
C 1.346 2.615 -3.617 0.01 -0.01 -0.03
C 3.380 0.131 -1.652 0.11 -0.02 0.08
C 3.598 0.988 -0.575 0.01 0.02 0.01
C 4.877 1.082 -0.050 -0.01 -0.02 -0.03
C 5.913 0.341 -0.606 0.01 0.02 0.03
C 5.685 -0.504 -1.685 -0.02 -0.02 -0.02
C 4.411 -0.619 -2.219 0.05 0.00 0.05
H 2.331 -2.513 -1.215 0.01 0.02 0.01
H 1.478 -4.808 -1.509 0.01 0.00 0.00
H -0.170 -5.299 -3.278 0.00 0.00 0.00
H -1.005 -3.504 -4.751 -0.01 0.01 0.01
H -0.205 -1.191 -4.458 -0.01 -0.02 0.05
H 1.536 -0.268 -5.458 0.04 0.03 0.04
H 1.390 1.365 -7.284 0.00 -0.01 0.00
H 1.215 3.774 -6.790 0.01 0.00 0.01
H 1.212 4.579 -4.459 0.00 0.00 0.01
H 1.378 2.974 -2.595 0.01 -0.02 0.02
H 2.796 1.573 -0.145 -0.01 0.00 -0.01
H 5.067 1.735 0.790 0.00 0.00 0.00
H 6.909 0.424 -0.194 0.00 0.00 0.00
H 6.498 -1.076 -2.110 0.00 0.00 0.00
H 4.243 -1.285 -3.058 -0.04 0.01 -0.01

=====

[2]
72
Properties=species:S:1:pos:R:3:forces:R:3 method="wB97M-V/def2-TZVPD" homo_energy_ha=-0.054 homo_lumo_gap_ha=0.2116 energy_ha=-4239.8867 charge=-2 mol_weight_g_mol=821.90
Tl 1.803 1.323 0.245 0.07 0.30 -0.07
C 0.531 4.218 1.460 0.15 0.01 -0.09
C 1.063 3.432 2.501 0.08 0.06 -0.09
C 2.469 3.430 2.363 0.07 0.01 0.01
C 2.805 4.210 1.233 -0.14 -0.01 0.13
C 1.608 4.698 0.676 -0.10 -0.08 0.13
H -0.521 4.414 1.297 -0.02 0.01 -0.02
H 0.491 2.920 3.267 0.05 0.01 -0.04
H 3.170 2.919 3.015 -0.04 0.01 -0.05
H 3.802 4.388 0.852 -0.02 -0.03 0.02
H 1.531 5.332 -0.201 -0.02 -0.03 0.01
O -0.315 -0.354 0.523 -0.14 0.06 0.12
C -0.687 -1.390 1.166 0.04 -0.01 -0.01
C -1.919 -2.045 0.828 -0.11 0.04 0.15
C -2.428 -3.106 1.535 0.08 0.02 0.03
C -1.731 -3.628 2.634 0.00 0.09 -0.10
C -0.503 -3.074 2.940 -0.02 -0.01 0.01
C 0.063 -2.007 2.230 0.05 0.04 0.01
C 1.437 -1.593 2.559 0.07 -0.08 -0.05
N 2.119 -0.540 2.155 -0.01 -0.02 -0.05
C 3.392 -0.655 2.662 -0.05 0.14 -0.01
C 3.495 -1.781 3.411 -0.10 -0.06 -0.06
N 2.251 -2.375 3.335 -0.02 -0.02 0.11
H -2.452 -1.652 -0.032 0.02 0.00 0.08
H -3.374 -3.547 1.231 0.02 0.02 0.01
H -2.130 -4.448 3.217 0.00 -0.01 0.00
H 0.030 -3.494 3.788 0.03 0.02 0.01
H 4.151 0.076 2.425 -0.08 -0.05 0.01
H 4.311 -2.222 3.959 -0.04 0.02 -0.04
H 2.000 -3.261 3.727 -0.01 -0.07 -0.02
C -1.313 2.696 -4.323 -0.09 0.04 0.03
As -0.828 1.667 -2.749 0.07 -0.23 -0.06
C -1.260 2.810 -1.207 0.10 -0.08 0.04
C -2.100 0.220 -2.705 0.11 -0.16 0.14
O 0.739 1.193 -2.882 -0.14 0.04 0.01
H -2.364 2.991 -4.320 0.03 -0.02 0.03
H -1.102 2.065 -5.183 0.00 0.02 -0.06
H -0.674 3.576 -4.362 0.01 0.03 -0.02
H -1.876 3.633 -1.566 0.06 0.10 0.02
H -0.301 3.214 -0.879 -0.01 0.05 0.11
H -1.340 1.458 0.393 0.10 -0.05 -0.09
H -3.112 0.607 -2.601 -0.03 -0.01 -0.02
H -1.850 -0.420 -1.854 0.03 0.11 -0.08
H -1.992 -0.353 -3.626 0.00 0.00 0.00
O 5.612 -0.531 -1.973 0.03 -0.07 0.29
C 4.615 -0.676 -1.242 -0.26 0.19 -0.37
O 4.114 0.103 -0.400 0.13 0.03 0.06
C 3.872 -2.009 -1.410 0.29 -0.26 0.11
C 4.635 -3.159 -1.587 -0.13 -0.06 -0.06
C 4.040 -4.413 -1.682 -0.05 0.09 0.01
C 2.659 -4.526 -1.647 -0.03 -0.07 -0.01
C 1.911 -3.368 -1.506 -0.02 -0.01 0.03
C 2.488 -2.118 -1.362 -0.13 0.18 0.05
N 0.436 -3.481 -1.534 0.10 0.19 -0.08
O -0.054 -4.601 -1.552 0.00 -0.06 0.02
O -0.207 -2.456 -1.566 0.09 -0.20 -0.18
H 5.708 -3.039 -1.660 0.01 -0.01 0.01
H 4.651 -5.301 -1.794 -0.01 -0.01 -0.01
H 2.155 -5.476 -1.735 0.01 -0.02 0.00
H 1.862 -1.244 -1.226 0.00 -0.03 -0.01
N -1.904 2.131 -0.125 -0.28 -0.08 -0.03
C -3.262 1.937 -0.066 0.16 0.19 0.03
C -3.787 1.132 0.962 -0.03 -0.13 -0.02
C -5.146 0.917 1.067 0.01 0.03 0.00
C -6.044 1.510 0.177 0.05 -0.03 -0.03
C -5.537 2.325 -0.823 0.09 0.00 0.06
C -4.168 2.542 -0.951 -0.07 -0.03 0.01
H -3.097 0.665 1.656 -0.03 -0.03 -0.04
H -5.514 0.274 1.859 0.02 0.01 -0.03
H -7.108 1.326 0.254 0.02 0.02 0.03
H -6.211 2.805 -1.523 0.01 -0.01 -0.01
H -3.808 3.183 -1.746 -0.05 -0.04 -0.01

=====

[3]
73
Properties=species:S:1:pos:R:3:forces:R:3 method="wB97M-V/def2-TZVPD" homo_energy_ha="-0.131 / -0.194" homo_lumo_gap_ha="0.2221 / 0.1986" spin_multiplicity=3 energy_ha=-3543.1408 charge=-1 s_squared=2.046 mol_weight_g_mol=845.00
Pt -0.978 1.222 0.701 -0.03 -0.03 0.02
N -1.056 3.782 -9.236 0.00 0.00 0.00
C -1.059 3.521 -8.116 -0.01 0.01 -0.02
C -1.063 3.196 -6.718 0.02 -0.02 0.02
C -1.673 4.050 -5.800 0.01 -0.01 0.00
C -1.673 3.733 -4.456 -0.02 0.00 0.01
C -1.069 2.560 -3.984 0.02 0.04 -0.05
C -0.457 1.719 -4.922 0.01 -0.04 0.01
C -0.451 2.025 -6.269 -0.02 0.03 0.00
C -1.060 2.227 -2.553 -0.07 -0.03 0.04
C -2.283 2.256 -1.832 0.06 0.01 0.02
C -3.576 2.530 -2.315 -0.02 0.00 -0.01
C -4.454 2.440 -1.230 0.00 -0.01 -0.02
C -3.692 2.099 -0.125 0.02 0.02 0.01
N -2.387 1.991 -0.480 -0.05 0.04 -0.05
C 0.199 1.940 -1.954 0.00 0.03 -0.06
C 1.473 2.087 -2.504 -0.04 -0.01 0.00
C 2.428 1.774 -1.490 0.03 -0.01 0.00
C 1.735 1.449 -0.374 -0.02 -0.03 -0.04
N 0.355 1.540 -0.637 0.07 0.00 0.06
H -2.135 4.965 -6.149 0.00 0.00 0.01
H -2.133 4.404 -3.742 0.00 0.00 -0.01
H 0.008 0.805 -4.577 -0.01 0.00 -0.01
H 0.015 1.359 -6.983 0.00 -0.01 0.00
H -3.830 2.749 -3.338 -0.01 0.00 0.01
H -5.521 2.592 -1.238 0.00 0.00 0.00
H -3.997 1.907 0.888 0.00 0.00 0.00
H 1.688 2.418 -3.507 -0.01 0.00 0.01
H 3.501 1.790 -1.590 0.00 0.01 0.01
H 2.075 1.154 0.603 -0.02 -0.01 0.00
Cl -1.177 -1.193 7.430 0.00 -0.01 0.01
C -1.525 -0.561 5.841 0.02 0.04 -0.02
C -1.018 0.674 5.479 -0.02 -0.05 0.00
C -1.296 1.161 4.216 -0.03 -0.01 -0.04
Cl -0.672 2.712 3.767 -0.02 0.07 0.04
C -2.059 0.443 3.284 0.01 0.03 0.06
O -2.351 0.897 2.071 0.01 0.02 -0.05
C -2.561 -0.789 3.713 -0.06 -0.08 0.12
Cl -3.520 -1.724 2.616 0.00 0.05 0.00
C -2.301 -1.300 4.971 -0.03 0.02 -0.04
H -0.413 1.249 6.163 0.00 0.01 0.00
H -2.686 -2.269 5.251 0.01 0.00 0.00
C 4.073 -2.208 1.721 0.02 -0.01 0.02
C 3.169 -2.026 2.935 0.05 -0.03 -0.05
C 2.496 -3.337 3.319 -0.02 0.03 -0.02
C 3.961 -1.482 4.115 -0.01 0.04 0.00
O 2.226 -0.981 2.625 -0.09 -0.05 0.07
P 0.780 -1.122 1.952 0.21 -0.23 0.10
O -0.127 -2.088 2.602 0.05 0.01 -0.02
O 0.392 0.357 1.930 0.01 0.11 -0.08
O 1.171 -1.571 0.461 0.02 0.13 -0.04
C 0.410 -2.418 -0.437 -0.11 0.00 0.02
C -1.072 -2.065 -0.442 -0.02 -0.02 -0.08
C 1.022 -2.147 -1.803 0.05 0.04 0.01
C 0.610 -3.868 -0.024 0.09 -0.03 0.08
H 4.853 -2.943 1.938 -0.01 0.00 -0.01
H 4.547 -1.259 1.464 -0.01 -0.01 -0.01
H 3.493 -2.544 0.862 0.01 0.00 0.00
H 3.262 -4.049 3.636 0.01 0.01 0.00
H 1.951 -3.763 2.479 -0.01 -0.02 0.00
H 1.788 -3.182 4.132 -0.01 -0.01 0.00
H 4.757 -2.176 4.393 0.00 0.00 0.00
H 3.301 -1.338 4.971 0.01 0.00 0.00
H 4.404 -0.520 3.856 0.00 -0.01 0.00
H -1.231 -1.052 -0.814 0.01 0.00 -0.01
H -1.505 -2.152 0.554 0.02 -0.02 -0.01
H -1.597 -2.749 -1.113 0.01 -0.01 0.02
H 0.897 -1.094 -2.064 0.00 0.00 0.00
H 0.541 -2.763 -2.564 -0.02 0.00 0.00
H 2.089 -2.374 -1.787 0.00 0.00 -0.01
H 0.223 -4.027 0.983 -0.05 0.01 -0.06
H 1.674 -4.121 -0.038 -0.02 0.00 -0.01
H 0.090 -4.526 -0.722 -0.01 -0.03 0.01